*w*
Entry from the Open Molecules 2025 dataset: C4H11N3 as an isolated structure (ωB97M-V with the def2-TZVPD basis set).

Calculated values
- highest occupied orbital energy (eV) = -7.82
- orbital gap (hartree) = 0.32452

```
! wB97M-V def2-TZVPD RIJCOSX def2/J DEFGRID3
* xyz 0 1
C -0.400 0.312 -0.307
C -0.097 -0.102 -1.735
C 1.844 -0.616 0.348
N 0.740 0.295 0.582
N -1.045 1.592 -0.284
C -0.932 -0.625 0.939
N -1.650 -0.039 1.794
H 1.100 1.291 0.858
H -1.432 1.751 0.643
H -1.809 1.616 -0.949
H -1.949 -0.623 2.570
H -0.677 -1.690 0.934
H 0.293 -1.114 -1.806
H -0.999 -0.038 -2.344
H 0.640 0.598 -2.144
H 2.529 -0.253 -0.428
H 2.360 -0.762 1.299
H 1.485 -1.595 0.030
*
```

=====

*x*
Entry from the Open Molecules 2025 dataset: one molecule with the formula C4H11N3 (ωB97M-V with the def2-TZVPD basis set).

Calculated values
- highest occupied orbital energy (eV) = -7.08
- orbital gap (hartree) = 0.29510

```
! wB97M-V def2-TZVPD RIJCOSX def2/J DEFGRID3
* xyz 0 1
C -2.149 1.401 0.637
C -1.382 0.319 -0.054
C -0.033 0.307 -0.205
N 0.787 1.296 0.366
N 0.568 -0.825 -0.722
C 2.018 -0.882 -0.727
N -0.164 -2.075 0.004
H -3.216 1.233 0.527
H -1.919 1.441 1.704
H -1.915 2.389 0.219
H -1.938 -0.487 -0.501
H 1.594 1.539 -0.191
H 0.272 2.124 0.624
H 2.465 -0.728 0.264
H 2.318 -1.865 -1.092
H 2.421 -0.129 -1.410
H 0.061 -2.985 -0.401
H 0.211 -2.072 0.958
*
```

=====

Pick *w*: it beats the second-best structure by 0.0091 hartree.

=====

*w*
Entry from the Open Molecules 2025 dataset: C4H11N3 as an isolated structure (ωB97M-V with the def2-TZVPD basis set).

Calculated values
- highest occupied orbital energy (eV) = -8.59
- orbital gap (hartree) = 0.34832

```
! wB97M-V def2-TZVPD RIJCOSX def2/J DEFGRID3
* xyz 0 1
C 0.272 -0.228 1.564
C 0.463 1.820 0.179
C 0.978 -1.015 -0.968
C -1.525 -0.737 -1.094
H 0.312 0.309 2.514
H -0.615 -1.014 1.818
H 1.219 -1.128 1.204
H 1.530 1.710 0.565
H -0.002 2.675 0.906
H 0.345 2.254 -0.972
H 1.087 -1.687 -0.132
H 1.865 -0.399 -0.932
H 0.872 -1.609 -1.885
H -1.705 -1.643 -1.836
H -2.192 0.600 0.053
N -0.216 0.471 0.383
N -0.248 -0.137 -0.908
N -2.440 -0.244 -0.461
*
```

=====

*x*
Entry from the Open Molecules 2025 dataset: a 2-piece molecular cluster, C4H11N3 overall (ωB97M-V with the def2-TZVPD basis set).

Calculated values
- highest occupied orbital energy (eV) = -7.13
- orbital gap (hartree) = 0.28134

```
! wB97M-V def2-TZVPD RIJCOSX def2/J DEFGRID3
* xyz 0 1
C -0.366 -1.890 0.791
C 0.332 -0.946 -0.145
C 1.521 -1.269 -0.662
H -0.135 0.321 -1.402
H 0.189 -2.823 0.970
H -1.358 -2.172 0.415
H -0.529 -1.412 1.764
H 2.078 -0.603 -1.325
H 2.036 -2.214 -0.457
C -0.257 1.267 0.283
N -0.067 1.383 -1.252
N -1.635 1.122 0.517
N 0.493 1.872 1.112
H -1.964 0.184 0.332
H -0.776 1.988 -1.677
H 0.871 1.698 -1.489
H -1.840 1.386 1.473
H 1.410 2.109 0.751
*
```

=====

*y*
Entry from the Open Molecules 2025 dataset: one molecule with the formula C4H11N3 (ωB97M-V with the def2-TZVPD basis set).

Calculated values
- highest occupied orbital energy (eV) = -6.75
- orbital gap (hartree) = 0.27732

```
! wB97M-V def2-TZVPD RIJCOSX def2/J DEFGRID3
* xyz 0 1
C -1.537 -1.569 -0.331
C -0.147 -1.002 -0.161
N 0.682 -1.831 0.667
C 0.056 0.392 -0.161
C -0.956 1.474 0.053
N 1.281 0.679 -0.673
N 2.161 1.512 0.053
H -1.481 -2.607 -0.670
H -2.096 -1.573 0.615
H -2.123 -1.005 -1.063
H 0.287 -2.005 1.588
H 1.644 -1.522 0.760
H -0.527 2.481 0.043
H -1.712 1.438 -0.736
H -1.481 1.337 1.004
H 1.483 -0.408 -0.944
H 1.658 2.248 0.547
H 2.809 1.960 -0.591
*
```

=====

*z*
Entry from the Open Molecules 2025 dataset: one molecule with the formula C4H11N3 (ωB97M-V with the def2-TZVPD basis set).

Calculated values
- highest occupied orbital energy (eV) = -9.02
- orbital gap (hartree) = 0.36507

```
! wB97M-V def2-TZVPD RIJCOSX def2/J DEFGRID3
* xyz 0 1
N -1.397 2.475 0.265
C -0.990 1.144 0.064
N -0.798 0.750 -1.129
C -0.546 -0.733 -1.201
C 0.868 -1.143 -0.737
C 0.895 -1.527 0.785
N 1.940 -0.867 1.528
H -2.019 2.708 -0.500
H -1.850 2.686 1.142
H -0.868 0.616 1.043
H -0.736 -0.950 -2.256
H -1.253 -1.268 -0.555
H 1.128 -2.089 -1.245
H 1.624 -0.411 -1.029
H -0.142 -1.510 1.125
H 0.878 -2.619 1.044
H 2.165 0.025 1.085
H 1.529 -0.488 2.383
*
```

=====

Pick *z*: it beats the second-best structure by 0.0784 hartree.

=====

*w*
Entry from the Open Molecules 2025 dataset: a 3-piece molecular cluster, C3H9NO4 overall (ωB97M-V with the def2-TZVPD basis set).

Calculated values
- highest occupied orbital energy (eV) = -10.33
- orbital gap (hartree) = 0.38937

```
! wB97M-V def2-TZVPD RIJCOSX def2/J DEFGRID3
* xyz 0 1
O 3.542 -1.158 1.170
C 2.337 -1.305 1.325
C 1.441 -1.351 0.102
N 1.926 -0.360 -0.984
C 0.938 0.433 -1.589
O -0.246 0.166 -1.400
H 1.826 -1.423 2.365
H 1.553 -2.318 -0.353
H 0.400 -1.262 0.233
H 2.959 -0.078 -0.851
H 1.201 1.275 -2.277
O -5.599 3.214 0.546
H -5.265 2.577 1.173
H -4.962 3.327 -0.168
O -2.123 -0.460 0.611
H -2.772 0.057 0.123
H -1.312 -0.389 0.203
*
```

=====

*x*
Entry from the Open Molecules 2025 dataset: a 2-piece molecular cluster, C3H9NO4 overall (ωB97M-V with the def2-TZVPD basis set).

Calculated values
- highest occupied orbital energy (eV) = -8.91
- orbital gap (hartree) = 0.35303

```
! wB97M-V def2-TZVPD RIJCOSX def2/J DEFGRID3
* xyz 0 1
O 0.804 1.644 0.832
C 0.878 1.615 -0.415
O 1.926 2.283 -0.987
O -0.080 1.603 -1.377
H 2.580 2.515 -0.310
H -0.866 1.143 -1.030
C -1.958 -1.151 0.485
C -0.722 -0.629 1.147
O 0.420 -0.387 -0.140
N 1.364 -1.312 -0.614
H -2.469 -0.366 -0.068
H -1.711 -1.963 -0.198
H -2.636 -1.534 1.253
H -0.916 0.195 1.826
H -0.116 -1.393 1.623
H 1.225 -1.358 -1.623
H 2.276 -0.905 -0.404
*
```

=====

*y*
Entry from the Open Molecules 2025 dataset: a 2-piece molecular cluster, C3H9NO4 overall (ωB97M-V with the def2-TZVPD basis set).

Calculated values
- highest occupied orbital energy (eV) = -8.49
- orbital gap (hartree) = 0.32691

```
! wB97M-V def2-TZVPD RIJCOSX def2/J DEFGRID3
* xyz 0 1
C 1.218 1.203 -0.470
N 0.299 1.358 0.638
O 0.793 0.774 1.778
C -1.198 0.857 0.328
O -1.510 0.804 -1.019
H 0.721 1.538 -1.379
H 2.070 1.859 -0.272
H 1.599 0.176 -0.584
H 0.903 -0.232 1.626
H -1.750 1.705 0.739
H -1.537 0.003 0.934
H -1.177 -0.010 -1.419
O 0.682 -1.845 0.921
C -0.272 -2.060 0.203
O -0.235 -1.995 -1.132
H -1.262 -2.376 0.550
H 0.657 -1.759 -1.441
*
```

=====

Pick *w*: it beats the second-best structure by 0.0586 hartree.

=====

*w*
Entry from the Open Molecules 2025 dataset: one molecule with the formula C4H12N4 (ωB97M-V with the def2-TZVPD basis set).

Calculated values
- highest occupied orbital energy (eV) = -8.32
- orbital gap (hartree) = 0.34168

```
! wB97M-V def2-TZVPD RIJCOSX def2/J DEFGRID3
* xyz 0 1
C -0.823 1.999 -1.767
N -0.050 0.916 -1.212
C -0.325 0.414 -0.065
N -1.212 0.893 0.853
C 0.568 -0.748 0.342
C 0.978 -0.741 1.814
N -0.459 -1.910 0.148
N 1.694 -0.736 -0.530
H -0.518 2.122 -2.811
H -1.901 1.802 -1.746
H -0.635 2.934 -1.229
H -1.942 1.488 0.492
H -1.462 0.252 1.593
H 1.411 0.223 2.074
H 1.730 -1.512 1.957
H 0.133 -0.947 2.469
H -0.013 -2.769 0.453
H -0.633 -2.006 -0.850
H 1.367 -0.012 -1.350
H 2.093 -1.661 -0.634
*
```

=====

*x*
Entry from the Open Molecules 2025 dataset: a 2-piece molecular cluster, C4H12N4 overall (ωB97M-V with the def2-TZVPD basis set).

Calculated values
- highest occupied orbital energy (eV) = -8.63
- orbital gap (hartree) = 0.35804

```
! wB97M-V def2-TZVPD RIJCOSX def2/J DEFGRID3
* xyz 0 1
C -0.255 -2.094 -0.141
N 0.136 -0.858 0.492
C 1.275 -0.343 0.249
C 1.582 1.004 0.807
N 2.222 -0.853 -0.610
H 0.455 -2.904 0.064
H -1.224 -2.385 0.267
H -0.350 -1.978 -1.226
H 2.635 1.097 1.069
H 1.218 1.765 0.047
H 0.979 1.187 1.690
H 2.957 -0.238 -0.919
H 1.935 -1.578 -1.247
H -0.987 2.655 -0.284
N -0.740 1.872 -0.936
N -1.420 0.867 -0.836
C -2.422 0.747 0.179
H -2.573 1.670 0.760
H -2.077 -0.037 0.854
H -3.347 0.404 -0.280
*
```

=====

Pick *w*: it beats the second-best structure by 0.0552 hartree.